Entry 1:
The following is a quantum chemistry calculation of an isolated ion of composition C3H2O2P3 and charge -1 at a distorted geometry, from the Open Molecules 2025 dataset.

Geometry as XYZ:
```
10
C3H2O2P3 ωB97M-V/def2-TZVPD
C -0.063 -1.391 0.950
C 0.158 -0.279 0.166
C -0.639 0.948 0.117
O -0.180 2.031 -0.654
O -1.700 1.063 0.709
P 1.203 -2.524 0.529
P -0.801 3.577 -0.972
P 1.723 -0.737 -0.654
H -0.856 -1.517 1.672
H 1.155 -1.171 -1.864
```

Summary:
LUMO (alpha / beta): 2.0 / 2.0 eV
energy above the lowest of the compared OMol25 structures with the same formula, charge and spin: 2.462 eV
orbital gap (alpha / beta): 4.8087 / 4.8355 eV
charge: -1
E_HOMO (alpha / beta): -2.775 / -2.790 eV
largest force on an atom: 2.59 eV/Å
molecular weight: 162.969 g mol⁻¹
DFT total energy: -1290.00599 hartree

***

Entry 2:
The following is a quantum chemistry calculation of C3H2O2Rh as an isolated structure at a distorted geometry, from the Open Molecules 2025 dataset.

Geometry as XYZ:
```
8
C3H2O2Rh ωB97M-V/def2-TZVPD
O 0.215 1.074 -0.496
O 0.493 -0.828 0.392
C -1.046 0.623 -0.229
C -0.886 -0.613 0.326
C 1.111 0.243 0.009
H -1.479 -1.091 1.103
Rh 3.278 0.569 -0.025
H -1.685 0.024 -1.080
```

Summary:
LUMO (alpha / beta): -16.2 / -19.5 eV
<S²>: 6.01
energy above the lowest of the compared OMol25 structures with the same formula, charge and spin: 0.000 eV
multiplicity: 5
orbital gap (alpha / beta): 11.7546 / 9.4480 eV
charge: +3
E_HOMO (alpha / beta): -27.963 / -28.950 eV
largest force on an atom: 4.49 eV/Å
molecular weight: 172.953 g mol⁻¹
DFT total energy: -374.80800 hartree

***

Entry 3:
The following is a quantum chemistry calculation of C3H2O2S in the gas phase at a distorted geometry, from the Open Molecules 2025 dataset.

Geometry as XYZ:
```
8
C3H2O2S ωB97M-V/def2-TZVPD
C -0.378 0.119 0.236
C 1.093 -1.117 -0.922
C -1.087 0.987 0.859
O 1.448 -2.094 -1.487
O -0.176 -1.045 -0.283
S 1.911 0.400 -0.664
H -0.684 1.939 1.158
H -2.126 0.811 1.102
```

Summary:
LUMO (alpha / beta): -1.5 / -1.5 eV
energy above the lowest of the compared OMol25 structures with the same formula, charge and spin: 2.427 eV
orbital gap (alpha / beta): 8.3362 / 8.3372 eV
charge: 0
E_HOMO (alpha / beta): -9.857 / -9.857 eV
largest force on an atom: 3.85 eV/Å
molecular weight: 102.114 g mol⁻¹
DFT total energy: -664.07679 hartree

***

Entry 4:
The following is a quantum chemistry calculation of a 2-piece molecular cluster, C3H2O2S overall at a distorted geometry, from the Open Molecules 2025 dataset.

Geometry as XYZ:
```
8
C3H2O2S ωB97M-V/def2-TZVPD
C -0.402 -0.314 0.320
C 0.279 -1.327 0.720
O 0.763 -2.368 0.950
H 0.206 0.384 -0.219
H -1.167 -0.073 0.963
O 3.009 0.797 1.071
C 3.461 0.288 0.132
S 4.028 -0.480 -1.075
```

Summary:
LUMO: 0.6 eV
energy above the lowest of the compared OMol25 structures with the same formula, charge and spin: 0.279 eV
orbital gap: 10.1509 eV
charge: 0
E_HOMO: -9.565 eV
largest force on an atom: 3.97 eV/Å
molecular weight: 102.114 g mol⁻¹
DFT total energy: -664.15575 hartree

***

Entry 5:
The following is a quantum chemistry calculation of C3H2O2S in the gas phase at a distorted geometry, from the Open Molecules 2025 dataset.

Geometry as XYZ:
```
8
C3H2O2S ωB97M-V/def2-TZVPD
C -1.477 0.669 -0.072
C -0.905 -0.557 0.122
C -0.071 0.592 0.085
O 1.050 1.098 0.056
O 2.107 -1.407 -0.076
S 2.639 -0.028 -0.063
H -2.352 1.248 -0.244
H -0.993 -1.615 0.192
```

Summary:
LUMO: -0.1 eV
energy above the lowest of the compared OMol25 structures with the same formula, charge and spin: 4.281 eV
orbital gap: 6.5494 eV
charge: 0
E_HOMO: -6.695 eV
largest force on an atom: 2.22 eV/Å
molecular weight: 102.114 g mol⁻¹
DFT total energy: -664.00866 hartree

***

Entry 6:
The following is a quantum chemistry calculation of C3H2O2S in the gas phase at a distorted geometry, from the Open Molecules 2025 dataset.

Geometry as XYZ:
```
8
C3H2O2S ωB97M-V/def2-TZVPD
S -2.756 -0.058 -0.023
C -1.241 -0.137 0.031
O -0.493 1.027 0.183
C 0.800 0.659 -0.073
C 0.960 -0.655 -0.048
O -0.338 -1.112 0.130
H 1.369 1.750 -0.185
H 1.701 -1.474 -0.016
```

Summary:
LUMO: 0.7 eV
energy above the lowest of the compared OMol25 structures with the same formula, charge and spin: 1.719 eV
orbital gap: 9.7795 eV
charge: 0
E_HOMO: -9.032 eV
largest force on an atom: 5.63 eV/Å
molecular weight: 102.114 g mol⁻¹
DFT total energy: -664.10283 hartree

***

Entry 7:
The following is a quantum chemistry calculation of C3H2O3 as an isolated structure, from the Open Molecules 2025 dataset.

Geometry as XYZ:
```
8
C3H2O3 ωB97M-V/def2-TZVPD
C -1.010 0.633 0.038
C 0.365 0.163 -0.097
C -0.076 -1.122 -0.057
O -1.406 -0.960 0.085
O 1.519 0.809 -0.392
O -1.758 1.523 0.109
H 1.985 1.053 0.418
H 0.381 -2.100 -0.103
```

Summary:
LUMO: 0.2 eV
energy above the lowest of the compared OMol25 structures with the same formula, charge and spin: 2.122 eV
orbital gap: 9.4357 eV
charge: 0
E_HOMO: -9.261 eV
largest force on an atom: 0.60 eV/Å
molecular weight: 86.046 g mol⁻¹
DFT total energy: -341.15884 hartree

***

Entry 8:
The following is a quantum chemistry calculation of C3H2O3 in the gas phase at a distorted geometry, from the Open Molecules 2025 dataset.

Geometry as XYZ:
```
8
C3H2O3 ωB97M-V/def2-TZVPD
O 0.816 -0.418 1.924
C 0.421 -0.810 0.807
C 0.328 -0.051 -0.501
O 1.109 -0.316 -1.388
C -0.838 0.906 -0.675
O -1.716 1.017 0.146
H 0.682 -1.811 1.306
H -0.803 1.482 -1.619
```

Summary:
LUMO: -1.6 eV
energy above the lowest of the compared OMol25 structures with the same formula, charge and spin: 3.672 eV
orbital gap: 8.0279 eV
charge: 0
E_HOMO: -9.656 eV
largest force on an atom: 5.84 eV/Å
molecular weight: 86.046 g mol⁻¹
DFT total energy: -341.10184 hartree

***

Which value of energy above the lowest of the compared OMol25 structures with the same formula, charge and spin does entry 3 give?
2.427 eV